Computed, not measured: a molecular structure, C13H31FNO10S2, with ωB97M-V with the def2-TZVPD basis set.

Values from the calculation:
- LUMO energy (eV) = 2.094
- HOMO energy (eV) = -5.56
- charge = -1

Geometry (Å):
C  0.53  -0.24  1.11
C  -0.08  0.90  1.90
O  -1.48  0.75  1.88
C  -2.17  1.85  2.40
C  -3.64  1.53  2.53
O  -4.12  1.03  1.31
C  -5.52  1.10  1.24
S  -6.17  0.10  -0.14
O  -5.08  -0.66  -0.70
O  -6.83  1.04  -1.03
N  -7.18  -0.78  0.71
S  -8.29  -1.71  0.12
O  -9.55  -1.06  -0.08
O  -8.30  -2.98  0.78
F  -7.78  -2.03  -1.36
H  0.43  -0.07  0.04
H  1.60  -0.31  1.34
H  0.05  -1.18  1.36
H  0.28  0.90  2.94
H  0.21  1.87  1.46
H  -2.02  2.73  1.76
H  -1.78  2.10  3.40
H  -4.16  2.46  2.80
H  -3.80  0.81  3.34
H  -5.86  2.12  1.04
H  -5.99  0.72  2.15
C  6.18  3.44  -0.27
O  6.02  3.15  1.10
C  4.76  3.54  1.62
C  3.78  2.38  1.70
O  3.45  1.88  0.43
C  4.13  0.69  0.09
H  7.09  2.95  -0.61
H  5.33  3.08  -0.87
H  6.28  4.52  -0.43
H  4.33  4.34  1.02
H  4.93  3.93  2.63
H  2.86  2.74  2.17
H  4.20  1.59  2.34
H  3.78  -0.15  0.69
H  5.22  0.78  0.22
H  3.92  0.48  -0.96
C  0.82  -3.46  -0.81
O  1.06  -2.28  -1.55
C  2.29  -2.26  -2.23
C  2.13  -2.58  -3.71
O  1.67  -3.90  -3.93
C  0.27  -3.98  -4.17
H  -0.23  -3.44  -0.51
H  1.01  -4.36  -1.40
H  1.44  -3.48  0.10
H  3.00  -2.97  -1.78
H  2.71  -1.26  -2.14
H  3.11  -2.49  -4.20
H  1.45  -1.85  -4.16
H  0.02  -3.57  -5.15
H  -0.30  -3.44  -3.41
H  0.00  -5.03  -4.14

Per-atom Mulliken charges, elementary charge units: atom 1 (C): -0.793, atom 2 (C): -0.521, atom 3 (O): -0.202, atom 4 (C): -0.560, atom 5 (C): -0.532, atom 6 (O): -0.171, atom 7 (C): -0.750, atom 8 (S): 1.193, atom 9 (O): -0.624, atom 10 (O): -0.703, atom 11 (N): -0.410, atom 12 (S): 1.077, atom 13 (O): -0.621, atom 14 (O): -0.619, atom 15 (F): -0.293, atom 16 (H): 0.303, atom 17 (H): 0.174, atom 18 (H): 0.357, atom 19 (H): 0.287, atom 20 (H): 0.292, atom 21 (H): 0.303, atom 22 (H): 0.349, atom 23 (H): 0.390, atom 24 (H): 0.304, atom 25 (H): 0.316, atom 26 (H): 0.444, atom 27 (C): -0.698, atom 28 (O): -0.369, atom 29 (C): -0.680, atom 30 (C): -0.359, atom 31 (O): -0.367, atom 32 (C): -0.797, atom 33 (H): 0.240, atom 34 (H): 0.290, atom 35 (H): 0.331, atom 36 (H): 0.352, atom 37 (H): 0.391, atom 38 (H): 0.340, atom 39 (H): 0.353, atom 40 (H): 0.408, atom 41 (H): 0.361, atom 42 (H): 0.185, atom 43 (C): -0.920, atom 44 (O): -0.237, atom 45 (C): -0.063, atom 46 (C): -0.693, atom 47 (O): -0.372, atom 48 (C): -0.666, atom 49 (H): 0.260, atom 50 (H): 0.455, atom 51 (H): 0.310, atom 52 (H): 0.402, atom 53 (H): -0.012, atom 54 (H): 0.380, atom 55 (H): 0.348, atom 56 (H): 0.322, atom 57 (H): 0.279, atom 58 (H): 0.235

Computed, not measured: 3 unconnected molecules or ions with the total composition C13H31N4O7S, with ωB97M-V with the def2-TZVPD basis set.

Values from the calculation:
- LUMO energy (eV) = -6.556
- HOMO energy (eV) = -10.13
- charge = +1

Geometry (Å):
N  -4.51  1.67  -7.93
C  -3.51  0.87  -7.62
O  -2.40  0.25  -6.83
S  -1.01  1.19  -7.30
O  -1.13  1.26  -9.01
N  -0.55  2.36  -9.52
O  -1.18  3.36  -9.19
H  -1.21  2.46  -6.70
C  1.06  2.84  -0.47
O  1.86  1.75  -0.91
C  1.49  0.49  -0.33
C  0.79  -0.41  -1.37
N  -0.54  0.09  -1.71
C  -1.12  -0.51  -2.92
C  -0.35  -0.39  -4.24
O  -0.30  0.94  -4.78
C  0.67  1.79  -4.17
H  1.56  3.77  -0.77
H  0.08  2.82  -0.95
H  0.95  2.84  0.61
H  0.87  0.62  0.57
H  2.42  0.01  -0.03
H  0.70  -1.42  -0.96
H  1.44  -0.45  -2.25
H  -0.49  1.10  -1.87
H  -2.10  -0.04  -3.06
H  -1.32  -1.57  -2.71
H  -0.89  -0.98  -4.99
H  0.66  -0.82  -4.19
H  1.57  1.25  -3.89
H  0.23  2.29  -3.31
H  0.94  2.56  -4.89
C  2.05  -2.81  6.40
O  0.96  -3.26  5.60
C  -0.32  -3.03  6.18
C  -1.07  -1.90  5.45
N  -0.45  -0.59  5.72
C  -0.89  0.48  4.81
C  -0.67  0.28  3.30
O  0.70  0.32  2.89
C  1.42  -0.88  3.11
H  2.97  -3.24  6.00
H  2.14  -1.73  6.37
H  1.94  -3.15  7.44
H  -0.26  -2.84  7.27
H  -0.89  -3.96  6.04
H  -2.11  -1.88  5.78
H  -1.05  -2.14  4.39
H  0.56  -0.68  5.63
H  -0.35  1.38  5.12
H  -1.95  0.67  5.00
H  -1.15  1.13  2.80
H  -1.16  -0.61  2.91
H  0.81  -1.77  2.96
H  1.86  -0.87  4.11
H  2.26  -0.92  2.41

Per-atom Mulliken charges, elementary charge units: atom 1 (N): -0.256, atom 2 (C): 0.408, atom 3 (O): -0.109, atom 4 (S): 0.481, atom 5 (O): -0.059, atom 6 (N): 0.249, atom 7 (O): -0.199, atom 8 (H): 0.356, atom 9 (C): -0.633, atom 10 (O): -0.380, atom 11 (C): -0.488, atom 12 (C): -0.214, atom 13 (N): -0.260, atom 14 (C): -0.865, atom 15 (C): -0.390, atom 16 (O): -0.336, atom 17 (C): -0.609, atom 18 (H): 0.244, atom 19 (H): 0.299, atom 20 (H): 0.257, atom 21 (H): 0.143, atom 22 (H): 0.410, atom 23 (H): 0.428, atom 24 (H): 0.144, atom 25 (H): 0.035, atom 26 (H): 0.400, atom 27 (H): 0.404, atom 28 (H): 0.366, atom 29 (H): 0.361, atom 30 (H): 0.324, atom 31 (H): 0.161, atom 32 (H): 0.325, atom 33 (C): -0.701, atom 34 (O): -0.327, atom 35 (C): -0.800, atom 36 (C): -0.143, atom 37 (N): -0.310, atom 38 (C): -0.924, atom 39 (C): -0.402, atom 40 (O): -0.411, atom 41 (C): -0.547, atom 42 (H): 0.232, atom 43 (H): 0.295, atom 44 (H): 0.333, atom 45 (H): 0.384, atom 46 (H): 0.391, atom 47 (H): 0.401, atom 48 (H): 0.119, atom 49 (H): 0.087, atom 50 (H): 0.371, atom 51 (H): 0.437, atom 52 (H): 0.370, atom 53 (H): 0.382, atom 54 (H): 0.321, atom 55 (H): 0.104, atom 56 (H): 0.337

Computed, not measured: a molecular structure, C13H32BLiNO5P2, with ωB97M-V with the def2-TZVPD basis set.

Values from the calculation:
- LUMO energy (eV) = -4.373
- HOMO energy (eV) = -11.11
- charge = +1

Geometry (Å):
C  -2.90  -1.41  2.10
C  -2.28  -0.31  3.00
C  -2.48  1.14  2.49
N  -1.22  1.78  2.11
C  -1.09  2.35  0.79
O  -0.03  1.77  0.04
C  -0.14  0.39  -0.25
C  1.25  -0.22  -0.09
O  2.03  0.21  -1.18
C  3.43  0.35  -0.91
C  3.81  1.84  -0.85
B  4.75  2.19  0.37
O  4.55  3.33  1.11
O  5.85  1.37  0.64
P  1.19  -2.07  0.26
C  2.50  -2.71  -0.81
O  2.00  -2.11  1.71
P  -0.81  0.29  -2.02
C  -2.65  0.45  -1.76
C  -3.22  1.63  -2.56
C  -0.72  -1.51  -2.48
C  -1.51  -2.48  -1.59
H  -3.89  -1.69  2.44
H  -2.97  -1.05  1.06
H  -2.25  -2.29  2.13
H  -2.74  -0.40  3.98
H  -1.21  -0.47  3.08
H  -2.97  1.72  3.27
H  -3.16  1.14  1.63
H  -0.98  2.48  2.79
H  -0.82  3.40  0.85
H  -2.03  2.28  0.24
H  -0.78  -0.11  0.49
H  1.63  0.21  0.85
H  3.98  -0.16  -1.69
H  3.67  -0.17  0.03
H  4.40  2.07  -1.74
H  2.92  2.46  -0.86
H  4.52  3.18  2.06
H  5.68  0.67  1.28
H  2.35  -3.76  -1.02
H  2.49  -2.15  -1.75
H  3.48  -2.55  -0.35
H  1.38  -2.19  2.45
H  -2.90  0.56  -0.70
H  -3.15  -0.46  -2.08
H  -3.37  1.34  -3.60
H  -2.54  2.48  -2.55
H  -4.18  1.94  -2.16
H  -1.12  -1.55  -3.50
H  0.32  -1.81  -2.51
H  -1.04  -3.47  -1.53
H  -2.52  -2.60  -2.01
H  -1.56  -2.05  -0.58
Li  -2.96  -3.27  -0.10

Per-atom Mulliken charges, elementary charge units: atom 1 (C): -0.268, atom 2 (C): -0.671, atom 3 (C): -0.610, atom 4 (N): -0.242, atom 5 (C): -0.650, atom 6 (O): -0.260, atom 7 (C): 1.846, atom 8 (C): -0.979, atom 9 (O): -0.298, atom 10 (C): -0.486, atom 11 (C): -0.580, atom 12 (B): 0.528, atom 13 (O): -0.554, atom 14 (O): -0.576, atom 15 (P): 0.252, atom 16 (C): -1.217, atom 17 (O): -0.527, atom 18 (P): -0.487, atom 19 (C): 0.324, atom 20 (C): -1.573, atom 21 (C): -0.710, atom 22 (C): -1.220, atom 23 (H): 0.334, atom 24 (H): -0.339, atom 25 (H): 0.365, atom 26 (H): 0.439, atom 27 (H): 0.236, atom 28 (H): 0.424, atom 29 (H): 0.243, atom 30 (H): 0.316, atom 31 (H): 0.379, atom 32 (H): 0.234, atom 33 (H): -0.620, atom 34 (H): 0.644, atom 35 (H): 0.363, atom 36 (H): 0.299, atom 37 (H): 0.264, atom 38 (H): 0.247, atom 39 (H): 0.292, atom 40 (H): 0.306, atom 41 (H): 0.392, atom 42 (H): 0.306, atom 43 (H): 0.330, atom 44 (H): 0.329, atom 45 (H): -0.330, atom 46 (H): 0.381, atom 47 (H): 0.443, atom 48 (H): 0.377, atom 49 (H): 0.385, atom 50 (H): 0.582, atom 51 (H): 0.273, atom 52 (H): 0.467, atom 53 (H): 0.547, atom 54 (H): 0.101, atom 55 (Li): 0.948

Computed, not measured: 2 unconnected molecules or ions with the total composition C13H32FN3O4PS, with ωB97M-V with the def2-TZVPD basis set.

Values from the calculation:
- LUMO energy (eV) = -2.298
- HOMO energy (eV) = -11.74
- charge = +1

Geometry (Å):
C  2.80  -0.25  -2.52
C  2.76  1.06  -3.32
C  1.94  1.03  -4.60
O  0.55  1.21  -4.35
C  -0.20  0.05  -4.44
N  -1.64  0.40  -4.28
P  -2.52  -1.17  -4.54
N  -4.14  -0.74  -4.32
O  -2.13  -1.96  -3.17
S  -1.80  1.28  -2.89
O  -1.40  0.49  -1.75
O  -1.34  2.61  -3.04
F  -3.34  1.36  -2.80
H  3.78  -0.71  -2.56
H  2.10  -0.99  -2.92
H  2.53  -0.10  -1.48
H  2.43  1.88  -2.69
H  3.78  1.31  -3.62
H  2.12  0.09  -5.13
H  2.25  1.84  -5.25
H  -0.13  -0.40  -5.44
H  0.09  -0.70  -3.70
H  -4.51  -1.02  -3.42
H  -4.70  -1.20  -5.03
H  -2.25  -1.45  -2.36
C  0.08  1.84  0.56
C  0.72  2.23  1.89
C  1.25  1.11  2.77
N  0.25  0.09  3.30
C  0.94  -0.62  4.45
C  0.17  -1.81  4.99
C  -0.17  -2.80  3.89
C  -0.89  -2.10  2.75
C  -0.09  -0.92  2.23
C  -0.97  0.79  3.79
H  -0.94  1.47  0.68
H  0.01  2.70  -0.09
H  0.66  1.08  0.04
H  0.05  2.87  2.46
H  1.60  2.84  1.69
H  1.70  1.55  3.66
H  2.01  0.53  2.25
H  1.91  -0.94  4.06
H  1.11  0.13  5.22
H  0.78  -2.28  5.76
H  -0.74  -1.48  5.50
H  -0.78  -3.62  4.28
H  0.75  -3.25  3.51
H  -1.89  -1.77  3.07
H  -1.05  -2.78  1.91
H  -0.63  -0.39  1.45
H  0.87  -1.26  1.82
H  -1.49  1.23  2.95
H  -0.66  1.56  4.49
H  -1.62  0.08  4.29

Per-atom Mulliken charges, elementary charge units: atom 1 (C): -0.743, atom 2 (C): -0.454, atom 3 (C): -0.720, atom 4 (O): -0.284, atom 5 (C): -0.909, atom 6 (N): -0.018, atom 7 (P): 0.188, atom 8 (N): -0.488, atom 9 (O): -0.443, atom 10 (S): 1.228, atom 11 (O): -0.540, atom 12 (O): -0.574, atom 13 (F): -0.231, atom 14 (H): 0.379, atom 15 (H): 0.272, atom 16 (H): -0.040, atom 17 (H): 0.277, atom 18 (H): 0.393, atom 19 (H): 0.430, atom 20 (H): 0.370, atom 21 (H): 0.436, atom 22 (H): 0.593, atom 23 (H): 0.233, atom 24 (H): 0.298, atom 25 (H): 0.345, atom 26 (C): -1.006, atom 27 (C): -0.839, atom 28 (C): -0.664, atom 29 (N): 0.201, atom 30 (C): -0.550, atom 31 (C): -0.732, atom 32 (C): -0.651, atom 33 (C): -0.806, atom 34 (C): -0.401, atom 35 (C): -1.069, atom 36 (H): 0.255, atom 37 (H): 0.565, atom 38 (H): 0.253, atom 39 (H): 0.363, atom 40 (H): 0.437, atom 41 (H): 0.427, atom 42 (H): 0.415, atom 43 (H): 0.417, atom 44 (H): 0.454, atom 45 (H): 0.391, atom 46 (H): 0.335, atom 47 (H): 0.395, atom 48 (H): 0.298, atom 49 (H): 0.323, atom 50 (H): 0.419, atom 51 (H): 0.207, atom 52 (H): 0.387, atom 53 (H): 0.348, atom 54 (H): 0.358, atom 55 (H): 0.474

Number 1: F_max 0.243 eV/A, calculated total energy -60334.6498 eV. Number 2: F_max 12.084 eV/A, calculated total energy -45091.5755 eV. Number 3: F_max 0.909 eV/A, calculated total energy -45181.8870 eV. Number 4: F_max 0.806 eV/A, calculated total energy -49496.5389 eV.